Model 1:
Computed, not measured: a cluster of 2 separate species, C11H13NS in total, with ωB97M-V with the def2-TZVPD basis set.

Last columns: bonded neighbours and bond lengths (Å).
Geometry (Å):
1 C 0.56344 1.38608 0.62055  C2 1.340, H11 1.101, H12 1.057
2 C -0.40525 1.38880 -0.30528  C1 1.340, C3 1.412, C5 1.489
3 C -0.45859 1.96055 -1.59477  C2 1.412, N4 1.145
4 N -0.63778 2.41353 -2.63101  C3 1.145
5 C -1.60295 0.54285 -0.04875  C2 1.489, C6 1.432, C10 1.401
6 C -2.47691 0.89493 1.02957  C5 1.432, C7 1.358, H13 1.043
7 C -3.65744 0.24801 1.20857  C6 1.358, C8 1.394, H14 1.104
8 C -4.13183 -0.73373 0.33994  C7 1.394, C9 1.419, H15 1.006
9 C -3.24224 -1.11111 -0.69890  C8 1.419, C10 1.368, H16 1.047
10 C -2.02941 -0.50326 -0.87657  C5 1.401, C9 1.368, H17 1.057
11 H 1.49228 1.96589 0.50599  C1 1.101
12 H 0.33226 0.92919 1.54505  C1 1.057
13 H -2.28701 1.72563 1.63062  C6 1.043
14 H -4.21464 0.56295 2.10754  C7 1.104
15 H -5.05629 -1.10837 0.47035  C8 1.006
16 H -3.33071 -1.95682 -1.31049  C9 1.047
17 H -1.33863 -0.84257 -1.60042  C10 1.057
18 C 3.02104 -1.57190 0.46752  C19 1.533, H21 1.050, H22 1.057, H23 1.041
19 C 4.01643 -0.91762 -0.49785  C18 1.533, S20 1.873, H24 1.208, H25 1.095
20 S 3.63697 0.87580 -0.88193  C19 1.873, H26 1.310
21 H 2.19071 -1.95808 -0.04631  C18 1.050
22 H 3.61143 -2.28117 0.98307  C18 1.057
23 H 2.71216 -0.85066 1.15241  C18 1.041
24 H 3.99790 -1.55897 -1.52101  C19 1.208
25 H 5.07955 -0.83692 -0.24641  C19 1.095
26 H 4.21553 1.33695 0.19854  S20 1.310

As for the SMILES: C=C(C#N)c1ccccc1.CCS. The calculation puts the gap between HOMO and LUMO at 9.4 eV. The HOMO energy comes out at -9.078 eV. The multiplicity is 1.

=====

Model 2:
Computed, not measured: the molecule C11H13NS, with ωB97M-V with the def2-TZVPD basis set.

Last columns: bonded neighbours and bond lengths (Å).
Geometry (Å):
1 C 0.48484 -3.65921 1.51362  C2 1.346, C3 1.367, H14 1.087
2 C -0.60559 -3.21855 2.16907  C1 1.346, C4 1.410, H15 1.117
3 C 0.90166 -3.08480 0.34472  C1 1.367, C5 1.399, H16 1.058
4 C -1.10408 -1.93001 1.88917  C2 1.410, C6 1.322, H17 1.040
5 C 0.27026 -1.90598 -0.06695  C3 1.399, C6 1.389, N12 1.371
6 C -0.73012 -1.38537 0.74435  C4 1.322, C5 1.389
7 C 0.95307 0.03686 -1.07176  C9 1.543, N12 1.232, H18 1.079
8 C -1.20537 2.19129 -1.37704  C10 1.501, S13 1.785, H19 1.107
9 C 0.97444 1.10816 0.03872  C7 1.543, C11 1.530, S13 1.853, H20 1.171
10 C -2.61250 2.57423 -1.73306  C8 1.501, H21 1.086, H22 1.075, H23 1.074
11 C 2.03962 2.16491 -0.26213  C9 1.530, H24 1.043, H25 1.067, H26 1.083
12 N 0.80047 -1.18470 -1.10596  C5 1.371, C7 1.232
13 S -0.74187 1.75934 0.29158  C8 1.785, C9 1.853
14 H 0.96433 -4.54314 1.92518  C1 1.087
15 H -0.73487 -3.63771 3.19632  C2 1.117
16 H 1.87753 -3.27363 -0.01641  C3 1.058
17 H -1.75699 -1.36840 2.47194  C4 1.040
18 H 1.37855 0.55305 -1.91801  C7 1.079
19 H -0.36751 2.72839 -1.86181  C8 1.107
20 H 1.19186 0.58941 1.06556  C9 1.171
21 H -3.19219 2.55087 -0.81460  C10 1.086
22 H -2.72144 3.61833 -1.96289  C10 1.075
23 H -3.03399 2.08293 -2.58982  C10 1.074
24 H 2.69298 1.94295 -1.04458  C11 1.043
25 H 1.65668 3.13737 -0.47745  C11 1.067
26 H 2.62021 2.15342 0.65220  C11 1.083

The calculation puts the gap between HOMO and LUMO (alpha / beta) at 7.3 / 8.5 eV. The HOMO energy (alpha / beta) comes out at -7.384 / -8.359 eV. The multiplicity is 1.

=====

Pick the least stable structure from those above. Pick: model 2